This record from the Open Molecules 2025 dataset describes a gas-phase ion, H2NO3S (charge -1). The level of theory is ωB97M-V/def2-TZVPD.

Last column: natural (NBO) charge in e.
CARTESIAN COORDINATES (ANGSTROEM)
N 0.98 -0.11 -0.34  -1.1145
O -1.39 -0.27 -1.15  -1.0205
O -0.86 -1.31 1.11  -0.9938
O -0.80 1.18 0.83  -1.0445
S -0.67 -0.17 0.17  2.4265
H 1.18 0.55 -1.14  0.3805
H 1.56 0.13 0.52  0.3664

LUMO energy: 4.10 eV
SMILES string: NS(=O)(=O)[O-]
calculated total energy: -18501.89658 eV
energy above the lowest of the compared OMol25 structures with the same formula, charge and spin: 35.8 kJ/mol
HOMO energy: -0.1752 hartree
Kohn-Sham gap: 8.87 eV
total charge: -1



This record from the Open Molecules 2025 dataset describes 2 unconnected molecules or ions with the total composition H2NO3S2. The level of theory is ωB97M-V/def2-TZVPD.

Last column: natural (NBO) charge in e.
CARTESIAN COORDINATES (ANGSTROEM)
N 1.56 -0.27 1.15  -0.8082
O -2.08 -1.18 0.23  -0.9810
O -1.96 1.28 0.41  -0.9720
O -0.71 0.11 -1.39  -1.0072
S 2.08 0.71 -0.07  0.2260
S -1.32 0.05 -0.04  2.0579
H 1.24 -1.16 0.76  0.3329
H 1.19 0.46 -1.05  0.1517

LUMO energy (alpha / beta): 3.02 / 3.42 eV
calculated total energy: -29334.72362 eV
energy above the lowest of the compared OMol25 structures with the same formula, charge and spin: 209.8 kJ/mol
HOMO energy (alpha / beta): -0.1298 / -0.1810 hartree
Kohn-Sham gap (alpha / beta): 6.56 / 8.35 eV
total charge: -1



This record from the Open Molecules 2025 dataset describes 2 unconnected molecules or ions with the total composition H2NO3S2. The level of theory is ωB97M-V/def2-TZVPD.

Last column: natural (NBO) charge in e.
CARTESIAN COORDINATES (ANGSTROEM)
N 2.26 0.86 0.11  -0.9157
O -1.16 -0.05 -0.80  -1.0360
O -3.28 -1.23 -1.22  -1.0067
O -2.68 -0.50 1.03  -1.0103
S 3.34 -0.37 0.18  0.1056
S -2.23 -0.84 -0.27  2.0558
H 2.49 1.41 0.98  0.3759
H 1.25 0.71 -0.02  0.4313

LUMO energy (alpha / beta): 3.19 / 1.77 eV
calculated total energy: -29335.15576 eV
energy above the lowest of the compared OMol25 structures with the same formula, charge and spin: 168.1 kJ/mol
HOMO energy (alpha / beta): -0.1952 / -0.1054 hartree
Kohn-Sham gap (alpha / beta): 8.50 / 4.64 eV
total charge: -1



This record from the Open Molecules 2025 dataset describes H2NO4P in the gas phase. The level of theory is ωB97M-V/def2-TZVPD.

Last column: natural (NBO) charge in e.
CARTESIAN COORDINATES (ANGSTROEM)
N 1.18 0.22 -0.11  0.2835
O 1.32 -0.65 -0.88  -0.3668
O 1.98 1.13 0.12  -0.4112
O -0.69 -1.51 0.23  -1.0304
O -1.19 0.98 -0.03  -0.9904
P -0.34 -0.10 0.87  1.4498
H -1.06 -1.92 -0.60  0.5552
H -1.18 1.86 0.40  0.5103

LUMO energy: 0.15 eV
calculated total energy: -18999.11909 eV
energy above the lowest of the compared OMol25 structures with the same formula, charge and spin: 190.7 kJ/mol
HOMO energy: -0.3662 hartree
Kohn-Sham gap: 10.12 eV
total charge: 0



This record from the Open Molecules 2025 dataset describes H2NO4P in the gas phase. The level of theory is ωB97M-V/def2-TZVPD.

Last column: natural (NBO) charge in e.
CARTESIAN COORDINATES (ANGSTROEM)
N -1.18 1.02 -0.73  -0.0016
O -1.10 1.99 -1.38  -0.1937
O 1.78 -0.12 0.09  -0.9029
O -0.57 -0.50 1.12  -1.0340
O -0.21 -1.06 -1.23  -1.0657
P 0.16 -0.09 -0.20  2.1729
H -0.68 -1.47 1.40  0.5435
H 1.79 0.23 0.94  0.4816

LUMO energy (alpha / beta): -0.85 / -0.85 eV
SMILES string: O=NP(=O)(O)O
calculated total energy: -18999.83769 eV
energy above the lowest of the compared OMol25 structures with the same formula, charge and spin: 121.3 kJ/mol
HOMO energy (alpha / beta): -0.3492 / -0.3492 hartree
Kohn-Sham gap (alpha / beta): 8.65 / 8.65 eV
total charge: 0



This record from the Open Molecules 2025 dataset describes 2 unconnected molecules or ions with the total composition H2NO4S2. The level of theory is ωB97M-V/def2-TZVPD.

Last column: natural (NBO) charge in e.
CARTESIAN COORDINATES (ANGSTROEM)
N -0.55 0.18 1.78  -0.1374
O 2.57 -1.49 -0.62  -0.9633
O -1.25 0.95 -1.72  -0.9519
O -3.40 0.61 -0.67  -0.9613
O -1.55 0.22 0.97  -0.5120
S 0.84 0.83 1.32  -0.1061
S -2.12 1.30 -0.63  1.6763
H 2.15 -0.77 -0.21  0.4936
H 3.33 -1.83 -0.23  0.4622

LUMO energy: 3.35 eV
calculated total energy: -31382.19297 eV
energy above the lowest of the compared OMol25 structures with the same formula, charge and spin: 162.1 kJ/mol
HOMO energy: -0.1615 hartree
Kohn-Sham gap: 7.75 eV
total charge: -1



This record from the Open Molecules 2025 dataset describes a gas-phase ion, H2NO5PS (charge -2). The level of theory is ωB97M-V/def2-TZVPD.

Last column: natural (NBO) charge in e.
CARTESIAN COORDINATES (ANGSTROEM)
N 0.07 -0.62 0.37  -1.2047
O 1.62 -0.16 2.26  -1.1966
O 1.69 3.07 0.51  -1.0649
O -0.62 1.12 2.49  -1.1646
O -0.35 2.40 -0.55  -1.0829
O 1.62 1.21 -1.03  -1.1047
P 0.44 0.47 1.61  2.0221
S 0.91 1.96 0.02  2.0266
H 0.98 -0.64 -0.03  0.4051
H -0.56 -0.07 -0.08  0.3647

LUMO energy: 6.72 eV
SMILES string: N[P@](=O)([O-])S(=O)(=O)[O-]
calculated total energy: -31886.16160 eV
energy above the lowest of the compared OMol25 structures with the same formula, charge and spin: 47.5 kJ/mol
HOMO energy: -0.0242 hartree
Kohn-Sham gap: 7.38 eV
total charge: -2



This record from the Open Molecules 2025 dataset describes a molecular structure, H2NOS2. The level of theory is ωB97M-V/def2-TZVPD.

Last column: natural (NBO) charge in e.
CARTESIAN COORDINATES (ANGSTROEM)
N -0.35 0.79 -0.13  -0.0582
O -0.23 1.86 0.41  -0.4379
S -1.73 -0.25 0.35  -0.1976
S 1.43 -0.58 0.17  -0.5794
H -0.64 -1.26 0.29  0.1869
H 1.51 -0.56 -1.09  0.0861

LUMO energy (alpha / beta): 3.80 / 3.80 eV
calculated total energy: -25238.22852 eV
energy above the lowest of the compared OMol25 structures with the same formula, charge and spin: 258.6 kJ/mol
HOMO energy (alpha / beta): -0.0942 / -0.0942 hartree
Kohn-Sham gap (alpha / beta): 6.37 / 6.37 eV
total charge: -1



This record from the Open Molecules 2025 dataset describes 2 unconnected molecules or ions with the total composition H2NOS2. The level of theory is ωB97M-V/def2-TZVPD.

Last column: natural (NBO) charge in e.
CARTESIAN COORDINATES (ANGSTROEM)
N -0.40 -1.00 0.85  -1.1159
O 2.28 1.68 -0.60  -0.4310
S -2.39 -0.51 -1.19  -0.7642
S -0.72 0.05 -0.17  0.5502
H -0.86 -1.93 0.81  0.3530
H 2.10 1.71 0.31  0.4079

LUMO energy (alpha / beta): 3.75 / 1.17 eV
calculated total energy: -25238.15906 eV
energy above the lowest of the compared OMol25 structures with the same formula, charge and spin: 45.3 kJ/mol
HOMO energy (alpha / beta): -0.0684 / -0.1238 hartree
2S+1: 3
Kohn-Sham gap (alpha / beta): 5.61 / 4.54 eV
total charge: -1



This record from the Open Molecules 2025 dataset describes a molecular structure, H2NaO. The level of theory is ωB97M-V/def2-TZVPD.

Last column: natural (NBO) charge in e.
CARTESIAN COORDINATES (ANGSTROEM)
O -0.27 -0.18 0.20  -1.0174
H 0.23 -1.00 0.45  0.5084
H -0.97 -0.50 -0.41  0.5130
Na 1.02 1.68 -0.24  0.9961

LUMO energy: -4.99 eV
calculated total energy: -6490.94939 eV
energy above the lowest of the compared OMol25 structures with the same formula, charge and spin: 4.7 kJ/mol
HOMO energy: -0.6392 hartree
Kohn-Sham gap: 12.41 eV
total charge: +1



This record from the Open Molecules 2025 dataset describes H2O2 in the gas phase. The level of theory is ωB97M-V/def2-TZVPD.

Last column: natural (NBO) charge in e.
CARTESIAN COORDINATES (ANGSTROEM)
H -0.70 0.75 0.53  0.4338
H 0.99 -0.42 -0.48  0.4590
O -0.37 -0.01 0.65  -0.4425
O 0.08 -0.31 -0.70  -0.4503

LUMO energy: 1.22 eV
SMILES string: OO
calculated total energy: -4123.81442 eV
energy above the lowest of the compared OMol25 structures with the same formula, charge and spin: 56.4 kJ/mol
HOMO energy: -0.4010 hartree
Kohn-Sham gap: 12.13 eV
total charge: 0



This record from the Open Molecules 2025 dataset describes 3 unconnected molecules or ions with the total composition H2O2. The level of theory is ωB97M-V/def2-TZVPD.

Last column: natural (NBO) charge in e.
CARTESIAN COORDINATES (ANGSTROEM)
H -1.35 1.06 -0.38  0.3550
H 1.26 0.58 0.88  0.3923
O -0.68 -0.17 0.12  -0.3619
O 0.69 -0.04 -0.18  -0.3855

LUMO energy: -0.48 eV
calculated total energy: -4120.35536 eV
energy above the lowest of the compared OMol25 structures with the same formula, charge and spin: 390.1 kJ/mol
HOMO energy: -0.3871 hartree
Kohn-Sham gap: 10.06 eV
total charge: 0



This record from the Open Molecules 2025 dataset describes H2O2S2 in the gas phase. The level of theory is ωB97M-V/def2-TZVPD.

Last column: natural (NBO) charge in e.
CARTESIAN COORDINATES (ANGSTROEM)
O 1.18 1.81 -0.33  -0.8358
O -1.32 -1.71 0.34  -0.8388
S -0.13 1.07 -0.96  0.3448
S -1.18 -0.23 0.99  0.3574
H 1.98 1.31 -0.50  0.4859
H -0.53 -2.25 0.46  0.4864

LUMO energy: -0.94 eV
SMILES string: OSSO
calculated total energy: -25795.61531 eV
energy above the lowest of the compared OMol25 structures with the same formula, charge and spin: 129.8 kJ/mol
HOMO energy: -0.3325 hartree
Kohn-Sham gap: 8.11 eV
total charge: 0



This record from the Open Molecules 2025 dataset describes H2O4S2 in the gas phase. The level of theory is ωB97M-V/def2-TZVPD.

Last column: natural (NBO) charge in e.
CARTESIAN COORDINATES (ANGSTROEM)
O 0.43 -0.68 1.31  -0.9173
O -1.78 -0.11 -0.30  -0.4149
O -0.71 0.86 -0.18  -0.4621
O 1.18 -0.70 -1.01  -0.8296
S 1.94 1.65 0.46  -0.3510
S 0.71 0.20 0.23  1.9869
H -2.12 0.01 0.63  0.4868
H 0.36 -1.24 -1.14  0.5012

LUMO energy: 0.05 eV
SMILES string: O=[S@](O)(=S)OO
calculated total energy: -29888.86127 eV
energy above the lowest of the compared OMol25 structures with the same formula, charge and spin: 250.6 kJ/mol
HOMO energy: -0.3683 hartree
Kohn-Sham gap: 10.07 eV
total charge: 0



This record from the Open Molecules 2025 dataset describes 2 unconnected molecules or ions with the total composition H2O5P2. The level of theory is ωB97M-V/def2-TZVPD.

Last column: natural (NBO) charge in e.
CARTESIAN COORDINATES (ANGSTROEM)
O -1.72 1.05 1.20  -1.2238
O 0.45 2.94 -0.12  -1.1745
O -0.01 0.97 -1.39  -1.1831
O 2.95 -0.36 1.32  -1.1672
O 1.85 -0.89 -0.83  -1.1116
P 2.49 0.39 0.09  1.1763
P 0.43 1.48 -0.07  1.7555
H -2.06 1.98 1.26  0.4033
H 0.93 -0.50 -1.29  0.5250

LUMO energy: 7.03 eV
calculated total energy: -28848.31839 eV
energy above the lowest of the compared OMol25 structures with the same formula, charge and spin: 411.5 kJ/mol
HOMO energy: 0.0060 hartree
Kohn-Sham gap: 6.87 eV
total charge: -2



This record from the Open Molecules 2025 dataset describes a gas-phase ion, H2O5PS2 (charge -1). The level of theory is ωB97M-V/def2-TZVPD.

Last column: natural (NBO) charge in e.
CARTESIAN COORDINATES (ANGSTROEM)
O 2.36 1.19 0.84  -0.9537
O 1.14 0.50 -1.01  -0.9071
O -0.05 0.69 1.26  -0.9333
O 0.48 -1.89 -0.77  -1.1208
O -1.69 -1.28 0.45  -1.1148
P -0.29 -1.78 0.51  1.9078
S 0.40 -2.56 2.16  -0.6581
S 1.29 0.25 0.53  1.7419
H 0.78 -0.42 -1.20  0.5110
H -0.87 0.36 0.86  0.5270

LUMO energy: 3.47 eV
calculated total energy: -41232.29040 eV
energy above the lowest of the compared OMol25 structures with the same formula, charge and spin: 207.5 kJ/mol
HOMO energy: -0.1866 hartree
Kohn-Sham gap: 8.55 eV
total charge: -1



This record from the Open Molecules 2025 dataset describes a molecular structure, H2OSn. The level of theory is ωB97M-V/def2-TZVPD.

Last column: natural (NBO) charge in e.
CARTESIAN COORDINATES (ANGSTROEM)
Sn 2.05 -0.39 1.32  1.9479
O -0.48 0.14 -0.10  -1.0060
H -0.49 -0.56 -0.76  0.5101
H -1.08 0.80 -0.46  0.5481

LUMO energy: -13.77 eV
calculated total energy: -7889.04030 eV
energy above the lowest of the compared OMol25 structures with the same formula, charge and spin: 99.6 kJ/mol
HOMO energy: -0.7998 hartree
Kohn-Sham gap: 7.99 eV
total charge: +2



This record from the Open Molecules 2025 dataset describes H2P4S3 in the gas phase. The level of theory is ωB97M-V/def2-TZVPD.

Last column: natural (NBO) charge in e.
CARTESIAN COORDINATES (ANGSTROEM)
P 1.92 -0.50 -0.38  0.2173
P -0.44 1.95 0.65  0.2015
P 0.38 0.95 -1.25  0.1348
P -1.99 -1.11 0.05  0.3234
S 1.13 -1.31 1.29  -0.2848
S -2.07 0.64 1.10  -0.3043
S -1.12 -0.53 -1.72  -0.3189
H 1.89 -1.53 -1.44  0.0201
H 0.30 1.43 1.70  0.0110

LUMO energy (alpha / beta): -0.29 / -2.83 eV
calculated total energy: -69692.68699 eV
energy above the lowest of the compared OMol25 structures with the same formula, charge and spin: 0.0 kJ/mol
HOMO energy (alpha / beta): -0.2673 / -0.3324 hartree
2S+1: 3
Kohn-Sham gap (alpha / beta): 6.99 / 6.21 eV
total charge: 0



This record from the Open Molecules 2025 dataset describes 2 unconnected molecules or ions with the total composition H2S2. The level of theory is ωB97M-V/def2-TZVPD.

Last column: natural (NBO) charge in e.
CARTESIAN COORDINATES (ANGSTROEM)
S 2.18 0.05 -0.15  -0.1139
S -2.33 0.04 -0.37  -0.0951
H 1.79 0.99 0.73  0.1061
H -1.63 -1.07 -0.21  0.1029

LUMO energy: -5.21 eV
calculated total energy: -21697.53929 eV
energy above the lowest of the compared OMol25 structures with the same formula, charge and spin: 500.5 kJ/mol
HOMO energy: -0.3289 hartree
Kohn-Sham gap: 3.74 eV
total charge: 0



This record from the Open Molecules 2025 dataset describes a molecular structure, H2S4. The level of theory is ωB97M-V/def2-TZVPD.

Last column: natural (NBO) charge in e.
CARTESIAN COORDINATES (ANGSTROEM)
S 1.24 0.42 0.42  0.0326
S -1.49 0.24 -0.33  0.0403
S 1.29 2.28 0.97  -0.1666
S -2.05 2.07 -0.03  -0.1642
H 0.57 -0.39 1.43  0.1322
H -0.45 0.07 -1.29  0.1258

LUMO energy (alpha / beta): -1.81 / -1.81 eV
calculated total energy: -43371.45882 eV
energy above the lowest of the compared OMol25 structures with the same formula, charge and spin: 188.0 kJ/mol
HOMO energy (alpha / beta): -0.3208 / -0.3238 hartree
Kohn-Sham gap (alpha / beta): 6.92 / 7.01 eV
total charge: 0



Values of max |F|, in order: 2.6, 0.8, 3.9, 3.5, 3.3, 3.3, 3.8, 3.1, 4.9, 1.0, 10.8, 5.6, 2.9, 2.0, 3.1, 3.6, 2.2, 1.2, 0.9, 1.9, all in eV Å⁻¹.